--- 1 ---
The following is a DFT calculation (wB97M-V/def2-TZVPD) of a structure of composition C2H5N3O.

CARTESIAN COORDINATES (ANGSTROEM)
C1 -0.791 0.449 0.388
C2 0.555 -0.417 -1.609
H1 0.207 -0.554 1.653
H2 1.928 0.332 0.607
H3 -1.657 0.208 -0.398
H4 -2.004 1.029 1.562
H5 1.644 -0.669 -1.518
N1 1.045 -0.742 0.607
N2 0.318 -0.117 -0.277
N3 -1.044 0.729 1.581
O1 -0.199 -0.248 -2.596

Properties
- gap between HOMO and LUMO (eV) = 9.6
- net charge = 0
- HOMO energy (eV) = -9.23

***

--- 2 ---
The following is a DFT calculation (wB97M-V/def2-TZVPD) of the molecule C2H5N3O.

CARTESIAN COORDINATES (ANGSTROEM)
H1 2.303 1.236 0.738
N1 2.362 0.712 -0.210
C1 1.385 -0.004 -0.390
N2 0.441 -0.317 0.626
N3 -0.704 -0.794 -0.089
C2 -1.777 0.132 -0.244
O1 -1.702 1.329 -0.025
H2 1.229 -0.686 -1.304
H3 0.088 0.479 1.205
H4 -0.932 -1.733 0.234
H5 -2.695 -0.355 -0.541

Properties
- gap between HOMO and LUMO (eV) = 10.9
- SMILES = [H]/N=C\NNC=O
- net charge = 0
- HOMO energy (eV) = -10.04

***

--- 3 ---
The following is a DFT calculation (wB97M-V/def2-TZVPD) of the molecule C2H5N3O.

CARTESIAN COORDINATES (ANGSTROEM)
H1 1.696 -1.967 0.257
N1 2.042 -1.008 0.074
C1 1.143 -0.139 -0.089
N2 1.345 1.204 -0.219
O1 -0.119 -0.776 -0.183
N3 -1.063 0.233 0.200
C2 -2.283 -0.165 -0.043
H2 2.295 1.326 0.023
H3 0.690 1.793 0.457
H4 -3.045 0.650 0.026
H5 -2.699 -1.149 -0.502

Properties
- gap between HOMO and LUMO (eV) = 10.3
- SMILES = [H]/N=C(/N)ON=C
- net charge = 0
- HOMO energy (eV) = -9.42

***

--- 4 ---
The following is a DFT calculation (wB97M-V/def2-TZVPD) of the molecule C2H5N3O.

CARTESIAN COORDINATES (ANGSTROEM)
H1 0.752 -0.880 -1.724
N1 0.238 -0.683 -0.873
C1 0.566 0.398 -0.254
N2 1.576 1.266 -0.592
O1 0.108 0.599 0.966
N3 -0.728 -0.662 1.455
C2 -1.833 -0.912 0.924
H2 2.089 1.112 -1.447
H3 1.809 1.960 0.104
H4 -2.056 -0.743 -0.123
H5 -2.519 -1.455 1.564

Properties
- gap between HOMO and LUMO (eV) = 9.7
- SMILES = [H]/N=C(\N)ON=C
- net charge = 0
- HOMO energy (eV) = -9.12

***

On energetic grounds, 2 is preferred over the next structure by 1.202 eV.

***

--- 1 ---
The following is a DFT calculation (wB97M-V/def2-TZVPD) of a cluster of 5 separate species, H9O4S in total.

CARTESIAN COORDINATES (ANGSTROEM)
S1 1.694 1.466 -1.736
H1 1.335 2.719 -1.474
H2 -0.674 1.483 -1.694
H3 -1.709 2.398 -2.099
O1 -1.648 1.462 -1.886
H4 1.345 -0.489 0.021
H5 0.854 -1.830 0.356
O2 1.195 -1.011 0.820
H6 -2.612 -0.584 -0.084
H7 -2.611 -0.129 -1.588
O3 -2.934 -0.790 -0.985
H8 2.537 -1.622 3.011
H9 1.169 -1.414 3.502
O4 2.056 -1.659 3.833

Properties
- gap between HOMO and LUMO (eV) = 7.2
- net charge = -1
- HOMO energy (eV) = -3.64

***

--- 2 ---
The following is a DFT calculation (wB97M-V/def2-TZVPD) of a cluster of 5 separate species, H9O4S in total.

CARTESIAN COORDINATES (ANGSTROEM)
S1 -2.265 1.253 0.029
H1 -3.505 0.842 0.066
H2 -2.352 -0.483 2.599
H3 -1.620 -0.761 1.338
O1 -1.595 -1.041 2.312
H4 3.486 0.492 -1.063
H5 3.318 -0.409 0.170
O2 3.911 -0.252 -0.546
H6 -1.265 -0.066 -3.601
H7 -0.492 0.529 -2.462
O3 -0.597 0.637 -3.426
H8 1.656 -1.313 1.358
H9 2.782 -2.338 1.349
O4 2.559 -1.412 1.632

Properties
- gap between HOMO and LUMO (eV) = 6.6
- net charge = -1
- HOMO energy (eV) = -3.39

***

On energetic grounds, 1 is preferred over the next structure by 0.415 eV.

***

--- 1 ---
The following is a DFT calculation (wB97M-V/def2-TZVPD) of the molecule CH3FP2.

CARTESIAN COORDINATES (ANGSTROEM)
C1 -1.420 0.087 0.004
F1 -2.085 -0.939 0.360
P1 2.808 -0.306 0.214
P2 0.316 0.408 0.286
H1 2.084 -1.657 -0.014
H2 -2.013 0.775 -0.536
H3 0.310 1.631 -0.315

Properties
- gap between HOMO and LUMO (alpha / beta) (eV) = 6.3 / 6.5
- net charge = 0
- HOMO energy (alpha / beta) (eV) = -7.49 / -7.78

***

--- 2 ---
The following is a DFT calculation (wB97M-V/def2-TZVPD) of a cluster of 2 separate species, CH3FP2 in total.

CARTESIAN COORDINATES (ANGSTROEM)
F1 2.120 -0.369 0.042
C1 2.297 0.842 0.368
P1 2.433 2.373 0.725
P2 -1.484 -1.081 -0.562
H1 -2.775 -1.402 -0.213
H2 -1.405 0.264 -1.089
H3 -1.186 -0.627 0.728

Properties
- gap between HOMO and LUMO (eV) = 10.4
- SMILES = FC#P.P
- net charge = 0
- HOMO energy (eV) = -9.69

***

--- 3 ---
The following is a DFT calculation (wB97M-V/def2-TZVPD) of the molecule CH3FP2.

CARTESIAN COORDINATES (ANGSTROEM)
H1 1.707 -1.702 -0.084
P1 2.609 -0.655 0.124
C1 1.271 0.352 0.073
F1 1.449 1.656 -0.155
P2 -0.694 0.104 0.265
H2 -0.861 -0.635 1.373
H3 -0.649 1.383 0.832

Properties
- gap between HOMO and LUMO (eV) = 9.2
- SMILES = [H]/P=C(/F)P
- net charge = 0
- HOMO energy (eV) = -9.01

***

On energetic grounds, 3 is preferred over the next structure by 0.825 eV.

***

--- 1 ---
The following is a DFT calculation (wB97M-V/def2-TZVPD) of the molecule C3H6N4.

CARTESIAN COORDINATES (ANGSTROEM)
N1 0.249 -2.191 1.202
N2 0.998 -1.268 0.484
C1 0.341 -0.305 -0.143
C2 0.861 0.986 -0.110
N3 -0.110 1.960 -0.702
C3 -1.279 1.115 -0.710
N4 -1.212 -0.224 -0.362
H1 0.857 -3.054 1.699
H2 -0.651 -2.861 0.607
H3 1.104 1.212 1.028
H4 2.072 1.320 -0.547
H5 -0.101 2.874 -0.617
H6 -2.290 1.799 -0.745

Properties
- gap between HOMO and LUMO (eV) = 8.5
- SMILES = N/N=C1/CNC=N1
- net charge = 0
- HOMO energy (eV) = -7.84

***

--- 2 ---
The following is a DFT calculation (wB97M-V/def2-TZVPD) of the molecule C3H6N4.

CARTESIAN COORDINATES (ANGSTROEM)
C1 2.168 -0.195 0.959
C2 0.749 -0.262 0.498
N1 -0.311 -0.796 1.083
N2 -1.309 -0.533 0.258
C3 -0.958 0.307 -0.705
N3 -1.948 0.880 -1.452
N4 0.358 0.527 -0.618
H1 2.825 -0.612 0.116
H2 2.454 0.825 1.395
H3 2.312 -0.794 1.827
H4 -2.295 -0.633 0.648
H5 -2.602 0.173 -1.647
H6 -1.443 1.113 -2.363

Properties
- gap between HOMO and LUMO (eV) = 9.7
- SMILES = Cc1n[nH]c(N)n1
- net charge = 0
- HOMO energy (eV) = -8.90

***

--- 3 ---
The following is a DFT calculation (wB97M-V/def2-TZVPD) of the molecule C3H6N4.

CARTESIAN COORDINATES (ANGSTROEM)
N1 2.443 0.475 -0.126
C1 1.559 -0.588 0.175
C2 0.131 -0.147 -0.070
C3 -0.475 1.058 0.039
N2 -1.769 0.849 0.095
N3 -2.105 -0.427 -0.086
N4 -0.829 -0.976 -0.069
H1 3.239 0.058 0.421
H2 2.613 0.767 -1.126
H3 1.543 -0.714 1.266
H4 1.825 -1.608 -0.154
H5 -0.105 2.012 0.249
H6 -0.589 -1.906 -0.226

Properties
- gap between HOMO and LUMO (eV) = 9.9
- SMILES = NCc1cnn[nH]1
- net charge = 0
- HOMO energy (eV) = -9.30

***

--- 4 ---
The following is a DFT calculation (wB97M-V/def2-TZVPD) of the molecule C3H6N4.

CARTESIAN COORDINATES (ANGSTROEM)
N1 1.067 -1.361 -1.024
C1 0.655 -0.199 -0.251
C2 1.270 0.739 0.620
C3 0.209 1.342 1.230
N2 -0.990 0.910 0.763
N3 -0.715 -0.004 -0.058
N4 -1.626 -0.811 -0.798
H1 1.744 -2.113 -0.285
H2 1.619 -0.951 -1.860
H3 2.239 1.073 0.642
H4 0.061 2.016 2.097
H5 -1.276 -1.832 -0.516
H6 -1.345 -0.618 -1.854

Properties
- gap between HOMO and LUMO (eV) = 9.2
- SMILES = Nc1ccnn1N
- net charge = 0
- HOMO energy (eV) = -8.77

***

On energetic grounds, 2 is preferred over the next structure by 1.842 eV.